1.
ORCA calculation (ωB97M-V with the def2-TZVPD basis set) on C29H25CeClPS as an isolated structure.

LUMO level (spin up / spin down) ... -0.28 / -0.29 eV
Net charge ... 0
Highest occupied orbital energy (spin up / spin down) ... -7.44 / -7.44 eV
Spin multiplicity ... 2

CARTESIAN COORDINATES (ANGSTROEM)
C  2.76799  2.62737  -0.66956
C  1.71268  1.69000  -0.91695
C  0.49219  2.43311  -1.08972
H  1.81622  0.60575  -0.97171
C  0.79002  3.82267  -0.93272
C  2.19614  3.94641  -0.66602
H  2.75110  4.88358  -0.54774
H  3.82405  2.38472  -0.53248
H  -0.48461  2.00217  -1.32361
H  0.08445  4.64925  -1.04365
Ce  1.25992  2.65106  1.46036
Cl  -1.20026  2.31712  2.06738
P  -1.10036  -1.27593  -0.54380
C  -2.45687  -0.67977  -1.57893
C  -2.86278  -1.30012  -2.77318
H  -2.38940  -2.22862  -3.09876
C  -3.87528  -0.71938  -3.54095
H  -4.18031  -1.19603  -4.47419
C  -4.49128  0.46409  -3.12378
H  -5.27950  0.91537  -3.72958
C  -4.09827  1.07685  -1.92572
H  -4.58007  1.99775  -1.59303
C  -3.08597  0.51536  -1.15475
H  -2.76548  0.98883  -0.22140
C  -0.10434  -2.41641  -1.53102
C  0.39440  -1.96446  -2.77519
H  0.05230  -1.01042  -3.18428
C  1.32649  -2.73055  -3.47155
H  1.70506  -2.37604  -4.43211
C  1.77585  -3.94514  -2.93771
H  2.51231  -4.53748  -3.48220
C  1.28789  -4.39582  -1.70549
H  1.64431  -5.33817  -1.28699
C  0.35148  -3.64040  -1.00038
H  -0.03233  -3.98961  -0.03934
C  -1.86221  -2.18783  0.82151
C  -3.09025  -2.86109  0.70249
H  -3.61379  -2.87907  -0.25612
C  -3.63267  -3.50530  1.81653
H  -4.58645  -4.02755  1.72701
C  -2.96476  -3.47966  3.04613
H  -3.39199  -3.98941  3.91358
C  -1.74892  -2.79226  3.16994
H  -1.22668  -2.76975  4.12859
C  -1.20497  -2.13501  2.07054
H  -0.27692  -1.56434  2.16384
S  2.49906  0.22548  2.24745
C  3.19841  1.67107  2.84172
C  2.41339  2.51333  3.70835
C  2.62316  3.91001  3.65268
C  3.76270  4.40973  2.99345
C  4.68758  3.53521  2.40819
C  4.40681  2.18354  2.28771
H  1.62405  2.05309  4.30993
H  1.93537  4.58253  4.17185
H  3.97089  5.47996  3.00651
H  5.64777  3.91058  2.06210
H  5.07267  1.48965  1.77673

Atoms 1-3, force components in eV/Å:
-0.6 0.4 -0.6
-0.2 0.8 -0.6
0.8 0.1 -0.3

=====

2.
ORCA calculation (ωB97M-V with the def2-TZVPD basis set) on C29H25I2N3O6Pb as an isolated structure.

LUMO level ... 3.48 eV
Net charge ... -2
Highest occupied orbital energy ... -1.41 eV

CARTESIAN COORDINATES (ANGSTROEM)
Pb  0.11365  0.33611  -0.18924
O  0.66987  4.58313  -1.25684
C  0.33061  3.64061  -0.53641
O  1.02840  2.60937  -0.24362
C  -1.05928  3.75279  0.13794
C  -1.06206  3.16700  1.55392
C  -2.31647  3.64633  2.31366
C  -3.42199  2.73808  1.70363
C  -2.62881  1.98791  0.62860
O  -1.37571  1.77336  1.33960
C  -2.26042  2.96996  -0.50455
C  -2.04120  2.30127  -1.88392
O  -2.81666  2.65964  -2.77837
O  -1.11774  1.42587  -1.98651
H  -1.27760  4.81813  0.16288
H  -0.12180  3.25714  2.08934
H  -2.49622  4.70714  2.13624
H  -2.21334  3.49180  3.38900
H  -4.26027  3.29244  1.28164
H  -3.80885  2.03337  2.44180
H  -3.03617  1.03263  0.30718
H  -3.09122  3.64790  -0.67022
I  -4.91793  -4.49854  -4.72510
C  -4.06583  -3.29830  -3.21763
C  -4.87427  -2.76232  -2.22550
C  -4.27370  -2.01629  -1.23693
I  -5.46947  -1.24067  0.30720
C  -2.86353  -1.72114  -1.15571
O  -2.36996  -1.02525  -0.22428
C  -2.08904  -2.32325  -2.21034
C  -0.58820  -2.13830  -2.32333
N  0.15354  -2.28576  -1.05655
C  -0.24070  -3.40553  -0.22486
C  -0.69233  -2.98450  1.15465
C  -1.24248  -3.94312  2.00272
C  -1.70307  -3.56028  3.24613
C  -1.60205  -2.22704  3.61563
C  -1.01789  -1.34848  2.72279
N  -0.56699  -1.71429  1.52141
C  -2.69655  -3.08805  -3.19538
H  -5.94370  -2.91895  -2.22961
H  -0.24239  -2.86868  -3.06524
H  -0.37104  -1.13686  -2.71384
H  1.14934  -2.28148  -1.23111
H  -1.07512  -3.92244  -0.70268
H  0.56453  -4.13507  -0.09475
H  -1.30609  -4.97483  1.67700
H  -2.14576  -4.28957  3.91449
H  -1.95427  -1.87619  4.57719
H  -0.90593  -0.29491  2.96606
H  -2.07523  -3.52922  -3.96753
C  2.74712  -0.10249  0.96842
C  2.84776  -1.33620  1.59166
C  2.52039  -1.54746  2.97857
C  2.54010  -2.78469  3.55427
C  2.91170  -3.93821  2.82241
C  3.28795  -3.75778  1.47304
C  3.26658  -2.52303  0.88535
C  2.91402  -5.22674  3.41882
N  2.91642  -6.27868  3.90447
H  3.23852  0.03971  0.00807
H  2.62754  0.79896  1.56623
H  2.22618  -0.68454  3.56858
H  2.26357  -2.90460  4.59574
H  3.60801  -4.62646  0.90779
H  3.57930  -2.41540  -0.15045

Atoms 1-3, force components in eV/Å:
-0.2 0.3 -0.2
0.0 -0.2 0.1
-0.1 0.0 -0.2

=====

3.
ORCA calculation (ωB97M-V with the def2-TZVPD basis set) on C29H26AsN4O3S2Sr as an isolated structure.

LUMO level ... 2.10 eV
Net charge ... -1
Highest occupied orbital energy ... -4.73 eV

CARTESIAN COORDINATES (ANGSTROEM)
Sr  1.33667  0.03980  0.53325
O  4.07350  -3.68458  -0.71029
C  3.19846  -4.58046  -1.20090
C  3.69775  -5.80889  -1.64097
C  2.84671  -6.76647  -2.15578
C  1.47969  -6.51851  -2.24315
C  0.98549  -5.30156  -1.81065
C  1.82075  -4.31520  -1.28660
C  1.26559  -3.00196  -0.83516
O  2.09592  -2.15367  -0.31469
N  -0.01351  -2.82047  -1.01897
N  -0.42284  -1.55177  -0.62173
C  -1.67701  -1.34853  -0.75971
C  -2.37386  -0.08512  -0.52952
C  -3.77223  -0.14360  -0.48194
C  -4.55990  0.97596  -0.30001
C  -3.92629  2.21615  -0.18336
C  -2.55507  2.31376  -0.24361
C  -1.71533  1.17977  -0.40588
O  -0.43165  1.32560  -0.45523
H  3.50878  -2.90358  -0.44724
H  4.76360  -5.98116  -1.56251
H  3.25012  -7.71509  -2.49046
H  0.80956  -7.26848  -2.64330
H  -0.07096  -5.07763  -1.86636
H  -2.29015  -2.18474  -1.10842
H  -4.24059  -1.11755  -0.58600
H  -5.63788  0.89338  -0.25474
H  -4.51738  3.11329  -0.03518
H  -2.06235  3.27281  -0.13040
N  -6.57736  3.17308  5.51625
C  -5.56693  2.74667  5.16651
C  -4.30687  2.21624  4.72996
C  -3.17931  2.34436  5.54172
C  -1.96543  1.84107  5.11910
C  -1.84138  1.19753  3.87970
C  -2.98612  1.07178  3.07841
C  -4.20177  1.57545  3.49471
C  -0.58364  0.69341  3.42796
C  0.49936  0.26236  3.03849
H  -3.26450  2.84164  6.49919
H  -1.08662  1.93946  5.74211
H  -2.90526  0.58618  2.11498
H  -5.07201  1.48068  2.85865
S  5.71080  2.63573  2.11994
C  4.49878  2.58059  3.32931
C  3.41425  1.91374  2.86447
N  3.52650  1.45623  1.56879
C  4.68418  1.76622  1.06783
H  4.64361  3.02320  4.29973
H  2.50157  1.69761  3.40383
H  4.99017  1.51855  0.06206
C  2.14094  2.01870  -4.96288
As  1.39128  1.68079  -3.21463
C  0.31242  0.10389  -3.44684
C  0.20707  3.15561  -2.90232
S  2.93224  1.52536  -1.80509
H  1.34603  2.14292  -5.69808
H  2.77584  1.17887  -5.23782
H  2.74687  2.92098  -4.90646
H  -0.30940  0.21815  -4.33492
H  -0.30240  -0.00463  -2.55739
H  0.97457  -0.75318  -3.55126
H  -0.57573  3.16418  -3.66118
H  0.78657  4.07606  -2.94223
H  -0.22389  3.00900  -1.91310

Atoms 1-3, force components in eV/Å:
0.0 0.1 0.0
0.0 0.0 0.0
0.0 0.0 0.0